[1]
12
Properties=species:S:1:pos:R:3:nbo_charge:R:1 method="wB97M-V/def2-TZVPD" homo_ha=-0.334 spin_multiplicity=1 gap_ev=8.68 e_lumo_ev=-0.4
C 0.3490 -1.0954 0.9748 -0.01
C 1.4052 -1.4658 0.0225 -0.09
C 0.7220 0.3147 -1.3293 -0.02
C -0.5110 0.7642 -0.5708 0.56
H -2.2621 0.5267 0.7211 0.48
H 0.0924 -1.3810 1.9534 0.24
H 2.1516 -2.3255 0.2983 0.23
H 1.4894 1.1738 -2.0156 0.22
N -0.2850 0.1431 0.7124 -0.10
N 1.5952 -0.5942 -1.0609 -0.39
O -1.2838 0.2944 1.6503 -0.53
O -1.5205 1.4629 -0.7879 -0.58

[2]
14
Properties=species:S:1:pos:R:3:nbo_charge:R:1 method="wB97M-V/def2-TZVPD" smiles="CN(C=C=O)C(=O)/N=P/[O-]" homo_ha=-0.163 spin_multiplicity=1 gap_ev=7.73 e_lumo_ev=3.3 charge=-1
C -1.8095 0.6021 0.0141 -0.40
N -0.4047 0.2953 -0.1187 -0.45
C -0.1596 -1.0452 -0.4158 -0.32
C -0.9894 -1.9634 0.0029 0.62
O -1.6745 -2.9233 0.2127 -0.52
C 0.6756 1.1438 0.1843 0.77
O 0.5149 2.2674 0.6348 -0.70
N 1.8651 0.6150 -0.0723 -1.09
P 3.2464 -0.0407 0.4893 1.32
O 4.3353 0.2341 -0.4851 -1.11
H -2.4839 0.3497 -0.8342 0.19
H -2.1426 0.1734 1.0005 0.17
H -1.8569 1.5921 0.0163 0.22
H 0.8836 -1.3003 -0.6287 0.29

[3]
15
Properties=species:S:1:pos:R:3:mulliken_charge:R:1 method="wB97M-V/def2-TZVPD" homo_ha=-0.621 spin_multiplicity=1 gap_ev=7.70 e_lumo_ev=-9.2 charge=+2
O -0.2222 -3.4220 1.3721 0.06
C 0.2861 -2.5793 0.8247 -0.24
Sr 0.9147 -0.7957 -0.1930 2.05
C 1.8597 -1.7489 -1.8972 -0.23
C 2.6921 -0.4028 0.9426 -0.23
O 2.2420 -2.1165 -2.8942 0.08
O 3.5492 -0.0080 1.5567 0.06
N -2.5027 0.8922 0.0953 -0.38
C -1.2519 1.2351 0.3538 0.51
N -0.5531 2.0836 -0.4286 -0.39
S -0.4333 0.5247 1.7462 -0.31
H -3.0141 1.2513 -0.6994 0.23
H -3.0526 0.2169 0.6935 0.27
H 0.4452 2.3599 -0.2304 0.30
H -0.9592 2.5097 -1.2421 0.20

[4]
12
Properties=species:S:1:pos:R:3:nbo_charge:R:1 method="wB97M-V/def2-TZVPD" smiles="O=C=NC=S.C#CN" homo_ha=-0.333 spin_multiplicity=1 gap_ev=8.37 e_lumo_ev=-0.7
O -1.1013 -2.9193 0.3161 -0.46
C -1.4968 -1.8976 -0.0432 0.93
N -1.7721 -0.9092 -0.6766 -0.59
C -2.6064 0.1363 -0.7695 -0.10
S -3.5460 0.8358 0.3740 0.01
H -2.5933 0.5464 -1.8731 0.21
C 0.0379 0.2337 1.8814 -0.33
C 0.6750 -0.1224 0.9311 0.14
N 1.5374 -0.5661 -0.0062 -0.82
H -0.6099 0.3503 2.7113 0.24
H 1.7657 0.0854 -0.7516 0.39
H 1.0927 -1.4029 -0.3552 0.38

[5]
12
Properties=species:S:1:pos:R:3:nbo_charge:R:1 method="wB97M-V/def2-TZVPD" smiles="O=Cc1ccnn1S" homo_ha=-0.337 spin_multiplicity=1 gap_ev=8.98 e_lumo_ev=-0.2
O -1.7977 -1.8894 -0.0490 -0.53
C -0.7311 -1.5412 0.3729 0.41
C -0.1868 -0.1631 0.3225 -0.04
C 1.1850 0.1751 0.8410 -0.28
C 1.5082 1.3803 0.0989 -0.08
N 0.5292 1.6279 -0.7859 -0.23
N -0.3986 0.7287 -0.6612 -0.23
S -1.8706 0.6551 -1.5823 0.18
H -0.0660 -2.1981 0.9104 0.14
H 1.6539 -0.2082 1.8152 0.24
H 2.2305 2.1009 0.0247 0.22
H -2.0560 -0.6679 -1.3070 0.18

[6]
12
Properties=species:S:1:pos:R:3:nbo_charge:R:1 method="wB97M-V/def2-TZVPD" smiles="Oc1cnn(C=S)c1" homo_ha=-0.330 spin_multiplicity=1 gap_ev=8.54 e_lumo_ev=-0.5
O 2.2083 -1.3392 -0.0211 -0.66
C 1.1731 -0.4846 -0.0239 0.22
C 1.1559 0.9433 -0.0007 -0.08
N -0.0826 1.3570 0.0140 -0.23
N -0.8486 0.2460 0.0418 -0.22
C -2.1927 0.4455 0.0038 -0.05
S -3.4119 -0.6585 -0.0198 -0.05
C -0.1129 -0.9177 0.0804 -0.11
H 3.0890 -0.8897 -0.0553 0.49
H 1.9869 1.6720 -0.0754 0.22
H -2.3682 1.5120 -0.0346 0.22
H -0.5964 -1.8861 0.0907 0.25

[7]
12
Properties=species:S:1:pos:R:3:nbo_charge:R:1 method="wB97M-V/def2-TZVPD" homo_ha="-0.187 / -0.321" s2=2.021 spin_multiplicity=3 gap_ev="5.55 / 5.90" e_lumo_ev="0.5 / -2.8"
C 1.7648 -0.5285 0.1349 -0.02
C 1.3187 0.7452 0.1611 -0.05
C -0.3580 -0.5713 0.0446 0.08
C -2.0549 0.9678 -0.1646 0.21
N 0.6881 -1.3529 0.1569 -0.53
N -0.0213 0.6851 0.0776 -0.41
O -2.9327 1.5294 0.4176 -0.57
S -1.9604 -1.0569 0.0617 0.30
H 2.8331 -0.8556 -0.0815 0.23
H 1.9653 1.5762 0.1509 0.22
H -1.7163 1.2836 -1.1616 0.09
H 0.4737 -2.4221 0.2025 0.45

[8]
11
Properties=species:S:1:pos:R:3:nbo_charge:R:1 method="wB97M-V/def2-TZVPD" smiles="S=Nc1ccc[nH]1" homo_ha=-0.302 spin_multiplicity=1 gap_ev=6.89 e_lumo_ev=-1.3
S -3.2588 -0.1687 -0.0037 0.15
N -2.0302 0.8569 -0.0032 -0.48
C -0.7627 0.4156 -0.0088 0.18
C 0.4014 1.1996 -0.0045 -0.18
C 1.5021 0.3218 -0.0071 -0.32
C 0.9966 -0.9667 -0.0020 0.02
N -0.3486 -0.9126 -0.0062 -0.51
H 0.4007 2.2874 0.0227 0.24
H 2.5635 0.6099 -0.0045 0.24
H 1.5189 -1.9233 0.0058 0.22
H -0.9828 -1.7197 0.0116 0.44

[9]
12
Properties=species:S:1:pos:R:3:nbo_charge:R:1 method="wB97M-V/def2-TZVPD" homo_ha=-0.341 spin_multiplicity=1 gap_ev=7.92 e_lumo_ev=-1.4
H -3.2653 0.6592 0.5453 0.36
N -2.6459 -0.2029 0.1126 -0.51
C -1.4355 0.0090 -0.1620 0.29
C -0.5505 1.2201 -0.1121 0.11
N 0.6876 1.2438 0.0090 -0.41
C 1.4160 0.0854 0.0312 0.30
N 2.7310 0.0941 0.0414 -0.52
H 3.0141 -0.9699 0.1291 0.33
C 0.5227 -1.2435 0.0005 0.11
N -0.7024 -1.1432 -0.1043 -0.43
H -1.0456 2.2235 0.1433 0.19
H 1.0876 -2.2817 0.2262 0.19

[10]
12
Properties=species:S:1:pos:R:3:nbo_charge:R:1 method="wB97M-V/def2-TZVPD" homo_ha=-0.389 spin_multiplicity=1 gap_ev=9.90 e_lumo_ev=-0.7
H -1.7832 1.6165 -1.0667 0.35
N -0.9838 1.4288 -0.5495 -0.52
C -0.9953 0.2571 -0.0549 0.20
C -1.9675 -0.8115 0.0615 0.19
N -2.6819 -1.6750 0.1759 -0.21
C 0.4193 -0.1215 0.3504 -0.24
N 1.3571 1.0709 0.3789 -0.79
C 0.9519 -1.3323 -0.2606 0.23
N 1.8344 -2.1948 -0.4369 -0.26
H 0.4437 -0.2518 1.4266 0.27
H 2.1748 0.3303 0.4617 0.38
H 1.2306 1.6833 -0.4864 0.40

[11]
12
Properties=species:S:1:pos:R:3:nbo_charge:R:1 method="wB97M-V/def2-TZVPD" homo_ha=-0.338 spin_multiplicity=1 gap_ev=8.32 e_lumo_ev=-0.9
C -2.0612 -1.0309 0.0241 0.14
C 0.0793 -0.8126 -0.3225 0.27
C 1.5585 -1.2356 0.0087 -0.12
C 2.8168 -0.6703 0.1736 -0.22
H -0.8255 2.3381 -0.6313 0.41
H 0.5014 2.0710 0.8507 0.39
H -3.1098 -1.4455 0.0055 0.22
H 4.0389 0.1412 -0.0594 0.34
N 0.1464 1.6964 -0.2006 -0.65
N -0.4407 0.3621 -0.0620 -0.04
N -1.7622 0.3477 0.3029 -0.30
N -0.9419 -1.7617 -0.0896 -0.44

[12]
13
Properties=species:S:1:pos:R:3:nbo_charge:R:1 method="wB97M-V/def2-TZVPD" homo_ha=-0.385 spin_multiplicity=1 gap_ev=10.27 e_lumo_ev=-0.2
C 0.2314 -1.2113 -0.7285 -0.32
C -0.1685 -0.4284 -2.0860 0.25
C -0.1388 1.0777 0.2472 -0.32
C -0.2032 1.7760 1.5897 0.26
H 1.5083 -1.3493 -0.6738 0.27
H -0.5067 -2.3948 -0.8562 0.31
H 0.7665 1.5044 -0.4100 0.26
H -1.1626 1.6599 -0.1540 0.27
N 0.0766 -0.8577 1.5647 0.28
N -0.1040 -0.3010 0.2864 -0.35
N -0.3487 0.2338 -2.9908 -0.31
N -0.2754 2.3162 2.6306 -0.28
O 0.3250 -2.0256 1.5807 -0.32

Calculated DFT total energy (eV), listed in the same order as above: -11281.984; -22625.134; -24986.723; -20072.529; -20073.151; -20074.321; -20070.155; -18026.782; -10169.829; -10169.584; -10163.971; -12214.349